{
  "formula": "C2H9N3O",
  "method": "ωB97M-V/def2-TZVPD",
  "species": ["C", "N", "N", "O", "H", "H", "H", "H", "C", "N", "H", "H", "H", "H", "H"],
  "positions_angstrom": [[1.104, 0.613, 0.852], [0.652, 1.914, 0.520], [1.217, -0.525, -1.252], [1.822, -1.527, -1.326], [-0.326, 1.914, 0.252], [1.205, 2.328, -0.221], [2.185, 0.516, 0.857], [0.659, 0.255, 1.785], [-0.799, -0.999, -0.595], [-1.799, -0.330, 0.178], [-1.970, -0.727, 1.090], [-2.658, -0.121, -0.311], [-0.581, -2.028, -0.284], [-1.079, -1.017, -1.643], [0.366, -0.267, 0.097]],
  "lowdin_charge": [-0.23, -0.04, -0.05, -0.04, 0.05, 0.07, 0.07, 0.07, -0.22, -0.03, 0.08, 0.07, 0.08, 0.07, 0.04],
  "homo_energy_ev": [-6.88, -7.35],
  "fmax_ev_per_a": 2.00,
  "homo_lumo_gap_ha": [0.284, 0.287]
}



{
  "formula": "C2H9N3O",
  "method": "ωB97M-V/def2-TZVPD",
  "species": ["C", "N", "C", "N", "N", "H", "H", "H", "H", "H", "H", "H", "H", "H", "O"],
  "positions_angstrom": [[0.339, -1.679, 1.303], [0.498, -1.429, -0.117], [0.099, -0.220, -0.681], [0.883, 0.389, -1.584], [-1.046, 0.318, -0.351], [-0.701, -1.548, 1.643], [0.876, -0.910, 1.850], [0.538, -2.712, 1.551], [0.532, -2.193, -0.790], [1.710, -0.089, -1.927], [0.356, 0.863, -2.320], [-1.478, -0.165, 0.432], [-1.306, 3.453, -0.237], [-0.355, 2.584, 0.572], [-0.947, 3.337, 0.655]],
  "lowdin_spin": [0.03, 0.30, 0.03, 0.05, 0.53, 0.02, 0.01, 0.00, 0.00, 0.00, 0.00, 0.02, 0.00, 0.00, 0.02],
  "spin_multiplicity": 2,
  "homo_energy_ev": [-14.61, -14.53],
  "charge": 1,
  "fmax_ev_per_a": 1.43,
  "homo_lumo_gap_ha": [0.391, 0.224]
}



{
  "formula": "C2H9N4O",
  "method": "ωB97M-V/def2-TZVPD",
  "species": ["H", "N", "C", "N", "N", "N", "O", "C", "H", "H", "H", "H", "H", "H", "H", "H"],
  "positions_angstrom": [[-0.545, -2.448, -0.186], [-1.386, -1.794, -0.344], [-1.239, -0.600, -0.109], [-2.231, 0.354, -0.042], [0.094, 0.094, 0.115], [-0.080, 1.507, -0.048], [1.179, -0.489, -0.485], [2.445, -0.596, 0.229], [-2.939, 0.022, -0.725], [-2.723, 0.429, 0.817], [-1.327, 1.443, -0.042], [0.372, 2.036, 0.718], [0.237, 1.909, -0.876], [2.839, 0.432, 0.068], [2.932, -1.310, -0.375], [2.372, -0.991, 1.285]],
  "lowdin_charge": [0.13, 0.21, -0.43, 0.13, -0.11, 0.16, -0.15, -0.01, 0.17, 0.14, 0.18, 0.17, 0.13, 0.10, 0.08, 0.12],
  "homo_energy_ev": -14.04,
  "charge": 1,
  "fmax_ev_per_a": 4.26,
  "homo_lumo_gap_ha": 0.394
}



{
  "formula": "C2H9N4O",
  "method": "ωB97M-V/def2-TZVPD",
  "species": ["N", "C", "N", "O", "H", "H", "H", "H", "N", "C", "N", "H", "H", "H", "H", "H"],
  "positions_angstrom": [[0.237, 0.778, 3.020], [-0.328, -0.106, 2.059], [-0.757, -1.340, 2.576], [-0.457, 0.198, 0.889], [1.244, 0.805, 2.900], [-0.091, 1.717, 2.821], [-1.535, -1.653, 2.005], [-0.054, -2.068, 2.543], [-0.649, 0.985, -2.438], [0.040, -0.105, -2.616], [1.213, -0.315, -2.072], [-0.231, 1.778, -1.975], [-1.556, 1.078, -2.864], [-0.349, -0.858, -3.287], [1.689, -1.194, -2.200], [1.584, 0.299, -1.361]],
  "lowdin_charge": [0.10, -0.59, 0.12, 0.02, 0.09, 0.09, 0.09, 0.10, 0.21, -0.17, 0.20, 0.15, 0.14, 0.17, 0.14, 0.14],
  "homo_energy_ev": -12.57,
  "charge": 1,
  "fmax_ev_per_a": 0.64,
  "homo_lumo_gap_ha": 0.329
}



{
  "formula": "C2H9N4OP",
  "method": "ωB97M-V/def2-TZVPD",
  "species": ["C", "C", "N", "N", "N", "N", "O", "P", "H", "H", "H", "H", "H", "H", "H", "H", "H"],
  "positions_angstrom": [[1.301, -1.612, 0.749], [0.196, -1.916, 1.749], [0.154, -0.752, 0.949], [0.578, 0.912, -1.773], [-1.472, 2.265, -0.604], [-0.671, -0.047, 0.286], [0.866, 2.105, 0.630], [-0.079, 1.451, -0.330], [2.355, -1.459, 1.024], [1.297, -2.099, -0.196], [-0.578, -2.721, 1.657], [0.275, -1.492, 2.739], [1.377, 1.257, -2.238], [-0.058, 0.385, -2.366], [-2.194, 1.723, -1.150], [-1.976, 2.558, 0.216], [-1.370, -0.557, -1.341]],
  "lowdin_charge": [-0.06, -0.08, -0.24, -0.08, -0.09, -0.14, -0.34, 0.35, 0.11, 0.09, 0.12, 0.11, 0.04, -0.01, 0.06, 0.05, 0.11],
  "homo_energy_ev": [-8.17, -8.58],
  "fmax_ev_per_a": 2.47,
  "homo_lumo_gap_ha": [0.292, 0.311]
}



{
  "formula": "C2H9N4S",
  "method": "ωB97M-V/def2-TZVPD",
  "species": ["C", "C", "N", "N", "N", "N", "S", "H", "H", "H", "H", "H", "H", "H", "H", "H"],
  "positions_angstrom": [[0.345, 1.391, -0.638], [0.558, -0.469, 0.897], [-0.003, 2.668, -0.822], [0.913, 0.699, -1.624], [-1.275, -3.048, 1.165], [0.156, 0.820, 0.554], [-0.968, -2.057, -0.089], [1.491, -0.806, 0.478], [0.397, -0.718, 1.931], [0.155, 3.117, -1.708], [-0.428, 3.216, -0.096], [1.080, 1.119, -2.523], [1.019, -0.300, -1.536], [-2.178, -2.981, 1.610], [-0.851, -3.966, 1.173], [-0.412, 1.315, 1.229]],
  "lowdin_charge": [-0.42, -0.17, 0.21, 0.23, -0.45, 0.01, 0.69, 0.06, 0.07, 0.13, 0.13, 0.14, 0.11, 0.04, 0.04, 0.17],
  "homo_energy_ev": -11.76,
  "charge": 1,
  "fmax_ev_per_a": 3.41,
  "homo_lumo_gap_ha": 0.302
}



{
  "formula": "C2H9NO",
  "method": "ωB97M-V/def2-TZVPD",
  "species": ["N", "C", "O", "H", "H", "H", "H", "H", "C", "H", "H", "H", "H"],
  "positions_angstrom": [[-0.138, -1.662, 2.156], [-0.829, -1.877, 3.398], [-0.864, -0.693, 4.205], [-0.697, -1.823, 1.342], [0.364, -0.799, 2.166], [-0.368, -2.684, 3.963], [-1.868, -2.136, 3.174], [-1.763, -0.413, 4.157], [1.234, 2.419, -4.930], [0.820, 1.892, -4.072], [0.585, 2.274, -5.787], [1.298, 3.460, -4.637], [2.227, 2.042, -5.133]],
  "lowdin_charge": [0.01, -0.34, -0.06, 0.06, 0.06, 0.10, 0.11, 0.06, -0.05, 0.01, 0.01, 0.01, 0.01],
  "homo_energy_ev": -9.33,
  "fmax_ev_per_a": 1.16,
  "homo_lumo_gap_ha": 0.378
}



{
  "formula": "C2H9NO",
  "method": "ωB97M-V/def2-TZVPD",
  "species": ["N", "H", "H", "H", "H", "C", "O", "C", "H", "H", "H", "H", "H"],
  "positions_angstrom": [[0.618, 1.658, 1.414], [1.197, 2.454, 1.090], [-2.451, 0.925, -2.434], [1.245, 1.033, 1.958], [0.215, 1.171, 0.634], [0.071, -1.394, 0.665], [1.318, -1.117, 0.089], [0.205, -0.940, -0.765], [-0.368, -0.709, 1.391], [-0.174, -2.424, 0.878], [-0.243, 0.026, -0.922], [0.074, -1.638, -1.594], [-1.706, 0.954, -2.403]],
  "lowdin_spin": [0.66, 0.02, 0.00, 0.01, 0.02, 0.02, 0.24, 0.01, 0.01, 0.01, 0.00, 0.00, 0.00],
  "spin_multiplicity": 2,
  "homo_energy_ev": [-16.43, -15.31],
  "charge": 1,
  "fmax_ev_per_a": 3.15,
  "homo_lumo_gap_ha": [0.467, 0.180]
}



{
  "formula": "C2H9NO2",
  "method": "ωB97M-V/def2-TZVPD",
  "species": ["N", "C", "O", "H", "H", "H", "H", "H", "C", "O", "H", "H", "H", "H"],
  "positions_angstrom": [[0.551, -1.434, 1.036], [1.650, -1.020, 0.252], [1.767, 0.402, 0.021], [0.501, -1.119, 1.993], [-0.338, -1.423, 0.567], [2.590, -1.290, 0.740], [1.576, -1.497, -0.721], [0.922, 0.813, 0.232], [-2.478, 0.787, -0.818], [-1.184, 1.228, -0.431], [-3.006, 1.561, -1.389], [-2.452, -0.112, -1.456], [-3.038, 0.553, 0.079], [-0.702, 1.392, -1.258]],
  "lowdin_charge": [0.02, -0.34, -0.10, 0.08, 0.06, 0.11, 0.11, 0.04, -0.16, -0.14, 0.08, 0.08, 0.08, 0.09],
  "homo_energy_ev": -9.45,
  "fmax_ev_per_a": 0.79,
  "homo_lumo_gap_ha": 0.376
}



{
  "formula": "C2H9NO3",
  "method": "ωB97M-V/def2-TZVPD",
  "species": ["N", "C", "C", "O", "H", "H", "H", "H", "H", "O", "H", "H", "O", "H", "H"],
  "positions_angstrom": [[-1.339, -0.528, 0.925], [0.079, -0.406, 0.665], [0.638, -1.244, -0.468], [1.810, -1.320, -0.731], [-1.888, -0.284, 0.107], [-1.598, -1.480, 1.152], [0.641, -0.659, 1.565], [0.350, 0.623, 0.416], [-0.113, -1.766, -1.098], [3.277, 1.221, -0.457], [2.850, 0.356, -0.524], [4.168, 1.084, -0.789], [-3.989, 1.585, 0.108], [-4.207, 2.354, 0.649], [-4.069, 1.861, -0.811]],
  "lowdin_charge": [0.00, -0.25, -0.24, 0.03, 0.06, 0.07, 0.13, 0.13, 0.12, -0.07, -0.02, 0.03, -0.06, 0.04, 0.03],
  "homo_energy_ev": -9.52,
  "fmax_ev_per_a": 0.37,
  "homo_lumo_gap_ha": 0.376
}



{
  "formula": "C2H9NO3",
  "method": "ωB97M-V/def2-TZVPD",
  "species": ["C", "C", "N", "O", "H", "H", "H", "H", "H", "O", "H", "H", "O", "H", "H"],
  "positions_angstrom": [[0.736, -2.895, -2.626], [0.552, -1.622, -1.851], [0.050, -1.632, -0.573], [0.812, -0.557, -2.385], [1.172, -2.591, -3.563], [-0.196, -3.454, -2.748], [1.446, -3.589, -2.166], [-0.216, -0.808, -0.054], [-0.588, -2.382, -0.321], [0.029, 2.876, 4.119], [-0.320, 2.969, 3.203], [-0.488, 3.263, 4.805], [-1.057, 3.177, 1.608], [-0.240, 3.355, 1.112], [-1.692, 3.890, 1.440]],
  "lowdin_charge": [-0.01, -0.59, 0.13, 0.03, 0.08, 0.08, 0.08, 0.10, 0.10, -0.08, -0.01, 0.01, -0.05, 0.07, 0.07],
  "homo_energy_ev": -9.74,
  "fmax_ev_per_a": 1.86,
  "homo_lumo_gap_ha": 0.377
}



{
  "formula": "C2H9NO4",
  "method": "ωB97M-V/def2-TZVPD",
  "species": ["C", "N", "C", "O", "O", "H", "H", "H", "H", "H", "O", "H", "H", "O", "H", "H"],
  "positions_angstrom": [[0.617, -2.798, 0.306], [0.033, -1.573, -0.137], [-1.122, -0.919, 0.398], [-1.735, -0.070, -0.268], [-1.326, -1.178, 1.704], [0.215, -3.706, -0.135], [1.711, -2.854, -0.014], [0.681, -2.759, 1.348], [0.324, -1.141, -1.000], [-0.437, -1.195, 2.180], [2.896, 3.308, -2.971], [3.572, 3.685, -2.497], [2.513, 2.747, -2.282], [-0.351, 2.304, 1.145], [-0.658, 1.696, 1.794], [-0.994, 1.918, 0.465]],
  "lowdin_charge": [-0.10, 0.00, -0.55, 0.05, 0.09, 0.08, 0.11, 0.05, 0.14, 0.15, -0.02, -0.02, 0.04, -0.08, -0.01, 0.06],
  "homo_energy_ev": -10.26,
  "fmax_ev_per_a": 3.60,
  "homo_lumo_gap_ha": 0.382
}



{
  "formula": "C2H9NO4",
  "method": "ωB97M-V/def2-TZVPD",
  "species": ["C", "N", "C", "O", "O", "H", "H", "H", "H", "H", "O", "H", "H", "O", "H", "H"],
  "positions_angstrom": [[0.941, 2.234, 1.202], [0.446, 1.044, 0.530], [1.228, -0.049, 0.226], [1.227, -0.609, -0.838], [2.004, -0.517, 1.240], [0.789, 3.112, 0.584], [0.488, 2.370, 2.185], [2.011, 2.118, 1.357], [-0.431, 0.997, 0.032], [1.793, 0.029, 2.011], [-3.476, -0.100, -2.519], [-3.425, 0.490, -1.767], [-4.359, -0.211, -2.875], [-1.073, -1.882, 0.381], [-1.276, -2.807, 0.205], [-0.205, -1.792, -0.042]],
  "lowdin_charge": [-0.07, 0.01, -0.63, 0.09, 0.12, 0.08, 0.08, 0.09, 0.14, 0.11, -0.06, 0.02, 0.03, -0.06, 0.04, 0.00],
  "homo_energy_ev": -9.91,
  "fmax_ev_per_a": 1.05,
  "homo_lumo_gap_ha": 0.384
}



{
  "formula": "C2H9NO4",
  "method": "ωB97M-V/def2-TZVPD",
  "species": ["C", "N", "C", "O", "O", "H", "H", "H", "H", "H", "O", "H", "H", "O", "H", "H"],
  "positions_angstrom": [[-1.128, 1.615, 0.591], [-0.073, 0.736, 0.131], [0.709, -0.062, 0.911], [1.248, -1.059, 0.502], [0.876, 0.388, 2.185], [-2.029, 1.441, 0.004], [-1.383, 1.354, 1.617], [-0.857, 2.668, 0.559], [-0.036, 0.549, -0.860], [0.884, 1.355, 2.181], [1.766, -0.650, -2.343], [2.079, -1.524, -2.600], [1.878, -0.627, -1.384], [-1.381, -1.916, -0.844], [-2.040, -2.226, -0.217], [-0.513, -2.042, -0.433]],
  "lowdin_charge": [-0.07, 0.03, -0.61, 0.07, 0.11, 0.09, 0.09, 0.08, 0.13, 0.12, -0.06, 0.04, -0.01, -0.06, 0.03, 0.01],
  "homo_energy_ev": -10.22,
  "fmax_ev_per_a": 1.44,
  "homo_lumo_gap_ha": 0.391
}



{
  "formula": "C2H9NO4",
  "method": "ωB97M-V/def2-TZVPD",
  "species": ["H", "O", "N", "H", "H", "H", "C", "H", "H", "C", "O", "O", "H", "O", "H", "H"],
  "positions_angstrom": [[1.091, -1.190, 0.456], [2.312, -1.125, 0.738], [-0.226, -0.928, 0.332], [2.565, -1.846, 0.028], [-0.732, -0.987, 1.150], [-0.508, -1.788, -0.098], [-0.448, 0.288, -0.610], [-1.285, 0.168, -1.286], [-0.175, 1.166, -0.103], [0.690, 0.420, -1.682], [0.380, 0.560, -2.807], [1.905, 0.389, -1.254], [2.098, -0.309, -0.142], [-2.299, 1.522, 1.631], [-2.902, 1.140, 2.205], [-2.465, 2.520, 1.442]],
  "lowdin_charge": [0.09, -0.14, 0.09, 0.13, 0.08, 0.11, -0.06, 0.12, 0.10, -0.68, 0.09, -0.02, 0.07, -0.06, -0.02, 0.11],
  "homo_energy_ev": -9.30,
  "fmax_ev_per_a": 4.71,
  "homo_lumo_gap_ha": 0.349
}



{
  "formula": "C2H9NOS",
  "method": "ωB97M-V/def2-TZVPD",
  "species": ["N", "C", "C", "S", "H", "H", "H", "H", "H", "H", "H", "O", "H", "H"],
  "positions_angstrom": [[0.591, 0.051, -2.461], [0.748, 0.621, -1.121], [0.637, -0.446, -0.043], [1.591, 0.026, 1.440], [-0.022, 0.585, -3.066], [0.282, -0.914, -2.388], [1.694, 1.159, -1.089], [0.060, 1.440, -0.870], [1.098, -1.373, -0.337], [-0.425, -0.602, 0.165], [0.861, 0.677, 2.359], [-2.629, -0.711, 2.355], [-2.788, 0.241, 2.445], [-1.698, -0.755, 2.610]],
  "lowdin_charge": [-0.01, -0.38, -0.56, 0.69, 0.06, 0.06, 0.08, 0.11, 0.06, 0.07, -0.17, -0.06, 0.04, 0.02],
  "homo_energy_ev": -9.31,
  "fmax_ev_per_a": 1.45,
  "homo_lumo_gap_ha": 0.360
}